# 1
A single C18H22FNO5 molecule. Source: the OMol25 dataset; level of theory: ωB97M-V/def2-TZVPD.

Geometry as XYZ:
```
47
Properties=species:S:1:pos:R:3:nbo_charge:R:1
C 0.275 -0.658 -3.157 -0.65
C 1.044 -1.980 -3.133 0.53
C 2.023 -2.059 -4.275 -0.64
O 0.112 -3.088 -3.219 -0.53
C -0.043 -3.616 -1.878 -0.10
C 1.235 -3.261 -1.161 0.05
C 1.017 -2.879 0.302 -0.09
O 0.055 -1.803 0.346 -0.51
C -0.016 -1.179 1.555 0.79
O 0.667 -1.455 2.535 -0.59
C -1.114 -0.088 1.747 -0.11
C -2.541 -0.593 1.537 -0.40
C -2.900 -0.268 0.093 -0.50
C -2.013 0.898 -0.188 0.69
O -2.160 1.657 -1.119 -0.62
N -0.964 0.952 0.696 -0.43
C 0.213 1.847 0.490 -0.24
C 0.318 2.831 1.599 -0.05
C -0.351 4.017 1.495 -0.18
C -0.239 4.973 2.501 -0.27
C 0.537 4.807 3.645 0.39
F 0.582 5.723 4.625 -0.31
C 1.213 3.626 3.750 -0.27
C 1.164 2.645 2.718 -0.19
O 1.712 -2.109 -1.871 -0.54
H -0.338 -0.508 -2.292 0.22
H -0.330 -0.610 -4.062 0.22
H 0.973 0.206 -3.110 0.22
H 2.236 -3.114 -4.484 0.22
H 2.964 -1.518 -4.019 0.23
H 1.595 -1.597 -5.144 0.22
H -0.924 -3.215 -1.397 0.18
H -0.126 -4.695 -1.926 0.19
H 1.960 -4.101 -1.258 0.19
H 0.652 -3.733 0.880 0.20
H 1.963 -2.552 0.711 0.22
H -0.994 0.358 2.723 0.23
H -3.234 -0.063 2.174 0.22
H -2.666 -1.695 1.709 0.22
H -2.646 -1.064 -0.596 0.24
H -3.930 0.049 0.011 0.24
H 1.129 1.254 0.407 0.21
H 0.118 2.388 -0.458 0.25
H -0.992 4.195 0.652 0.23
H -0.840 5.863 2.395 0.22
H 1.852 3.443 4.647 0.23
H 1.753 1.766 2.805 0.22
```

The SMILES is CC1(C)OC[C@H](COC(=O)[C@@H]2CCC(=O)N2Cc2ccc(F)cc2)O1. The calculation puts the LUMO energy at 0.65 eV. The total energy comes out at -33468.2441 eV. Its energy above the lowest of the compared OMol25 structures with the same formula, charge and spin is 0.00 kJ/mol.



# 2
A gas-phase ion, C2H6N2 (charge -1). Source: the OMol25 dataset; level of theory: ωB97M-V/def2-TZVPD.

Geometry as XYZ:
```
10
Properties=species:S:1:pos:R:3:nbo_charge:R:1
C 0.506 -0.458 -0.032 -0.28
C -0.442 0.453 -0.200 -0.48
N -1.802 0.164 -0.142 -1.08
N 1.938 -0.224 0.025 -0.83
H 0.238 -1.494 0.044 0.17
H -0.191 1.502 -0.241 0.17
H -2.104 -0.722 0.221 0.34
H -2.433 0.612 -0.784 0.32
H 2.112 0.769 0.161 0.34
H 2.179 -0.601 0.948 0.33
```

The calculation puts the LUMO energy (alpha / beta) at 4.57 / 4.73 eV. As for the total charge: -1. The spin multiplicity is 2. The total energy comes out at -5148.9940 eV. Its energy above the lowest of the compared OMol25 structures with the same formula, charge and spin is 59.63 kJ/mol.



# 3
A single C4H5NOS molecule. Source: the OMol25 dataset; level of theory: ωB97M-V/def2-TZVPD.

Geometry as XYZ:
```
12
Properties=species:S:1:pos:R:3:nbo_charge:R:1
C -0.442 -1.193 -0.067 -0.14
C -1.447 -0.363 -0.529 -0.50
C 0.945 -1.023 0.142 -0.58
C -1.536 0.941 -0.084 0.41
N -0.644 1.869 0.179 -0.85
O 3.267 0.030 0.445 -0.84
S 2.022 0.237 -0.311 0.98
H -0.901 -2.248 0.127 0.22
H -2.419 -0.927 -0.933 0.24
H 1.615 -1.696 0.651 0.25
H 0.393 1.571 -0.116 0.38
H -0.853 2.802 0.497 0.42
```

The calculation puts the LUMO energy (alpha / beta) at 0.63 / -1.87 eV. The spin multiplicity is 3. The total energy comes out at -18596.3749 eV. Its energy above the lowest of the compared OMol25 structures with the same formula, charge and spin is 230.22 kJ/mol.



# 4
A single C3H6N2S2 molecule. Source: the OMol25 dataset; level of theory: ωB97M-V/def2-TZVPD.

Geometry as XYZ:
```
13
Properties=species:S:1:pos:R:3:nbo_charge:R:1
C 2.043 0.331 -0.123 -0.49
N 1.309 -0.964 -0.313 -0.40
N -0.055 -0.688 -0.059 -0.28
C -0.396 0.528 0.069 -0.12
S -2.040 1.238 -0.121 0.34
C -2.927 -0.311 -0.109 -0.46
S -4.641 -0.384 -0.085 -0.01
H 1.918 0.794 0.989 0.19
H 2.090 1.034 -0.884 0.21
H 3.141 -0.036 0.000 0.21
H 1.648 -1.599 0.631 0.36
H 0.247 1.339 -0.021 0.18
H -2.336 -1.280 0.025 0.26
```

The SMILES is CN/N=C/SC=S. The calculation puts the LUMO energy at -0.60 eV. The total energy comes out at -27854.9669 eV. Its energy above the lowest of the compared OMol25 structures with the same formula, charge and spin is 398.48 kJ/mol.



# 5
13 unconnected molecules or ions with the total composition H26O13. Source: the OMol25 dataset; level of theory: ωB97M-V/def2-TZVPD.

Geometry as XYZ:
```
39
Properties=species:S:1:pos:R:3:nbo_charge:R:1
H 0.125 1.456 -0.653 0.44
H 0.357 0.164 0.035 0.47
H 2.282 3.433 -1.293 0.49
H 0.748 3.150 -1.301 0.46
H 0.123 -0.402 4.706 0.47
H -1.137 -0.373 3.872 0.47
H 2.453 -1.065 -1.441 0.45
H 2.561 -2.125 -0.423 0.46
H 0.477 -5.014 1.508 0.48
H 1.378 -3.864 0.995 0.46
H -0.406 4.216 3.818 0.46
H 0.284 3.460 2.763 0.47
H -1.896 4.073 -0.360 0.47
H -2.605 3.033 -1.143 0.44
H -0.402 1.747 -5.774 0.46
H -0.366 0.534 -4.932 0.46
H 3.923 2.054 0.333 0.46
H 5.224 2.099 0.899 0.46
H -3.962 -2.039 0.620 0.47
H -2.520 -1.830 0.156 0.47
H -2.054 0.881 -1.260 0.48
H -0.659 0.840 -1.977 0.45
H -1.569 -3.314 -1.680 0.47
H -2.275 -4.629 -2.147 0.47
H -0.702 -3.183 2.759 0.49
H -0.242 -1.979 3.605 0.46
O -0.302 0.940 0.034 -0.91
O 1.534 3.125 -0.742 -0.95
O -0.284 -0.042 3.905 -0.92
O 3.053 -1.754 -1.254 -0.91
O 0.563 -4.221 0.962 -0.94
O -0.586 3.837 2.931 -0.93
O -2.747 3.794 -0.707 -0.92
O 0.072 0.887 -5.726 -0.93
O 4.821 2.338 0.147 -0.92
O -3.077 -2.437 0.599 -0.94
O -1.406 0.377 -1.771 -0.93
O -1.433 -4.120 -2.067 -0.94
O -0.100 -2.889 3.478 -0.96
```

The calculation puts the LUMO energy at -0.63 eV. The total energy comes out at -27036.0559 eV. Its energy above the lowest of the compared OMol25 structures with the same formula, charge and spin is 568.41 kJ/mol.